Computed, not measured: 4 unconnected molecules or ions with the total composition C5H21N3O3 in a non-equilibrium geometry, with ωB97M-V/def2-TZVPD.

XYZ file:
```
32
Properties=species:S:1:pos:R:3:forces:R:3:mulliken_charge:R:1
C 1.4598 1.8031 1.7703 5.48 -2.25 -1.05 -1.238
N 0.6647 0.9438 0.9067 -1.52 2.81 1.05 0.455
C -0.1262 1.8242 0.0303 -1.37 0.70 0.35 -1.245
C -0.7103 0.9637 -1.0897 2.41 -1.72 -2.97 0.167
N -0.4369 1.6817 -2.3429 -2.81 0.77 0.28 -0.688
C -0.3554 0.2346 1.7115 -0.14 -1.88 -2.74 -0.752
C 0.0599 -1.2398 1.7743 -0.51 -0.20 0.02 -0.408
N -1.1772 -2.0074 1.8804 3.56 -1.20 7.64 -0.506
H 1.0983 2.2586 2.6371 -1.58 1.24 0.91 0.440
H 2.1428 2.4683 1.1250 -1.37 -0.56 1.03 0.305
H 2.2967 1.1183 2.2693 -1.50 1.02 -0.93 0.299
H -0.9842 2.3892 0.5958 1.22 -1.11 -0.72 0.263
H 0.4201 2.7132 -0.4029 0.03 -1.37 0.25 0.464
H -0.2386 -0.0855 -1.3804 0.15 1.61 2.14 -0.267
H -1.7066 0.5711 -1.0680 -1.09 1.21 0.49 0.791
H 0.5082 1.8277 -2.5734 1.15 -0.22 -0.19 0.222
H -0.9696 1.2751 -3.0888 0.23 0.04 -0.54 0.219
H -1.3778 0.2284 1.1946 1.60 0.04 0.26 0.218
H -0.6242 0.6589 2.6422 0.39 0.65 1.36 0.436
H 0.6296 -1.5863 0.9070 -0.48 0.60 -0.65 0.140
H 0.8852 -1.4232 2.5151 -1.41 -0.10 0.27 0.253
H -1.4287 -2.1531 2.9581 -0.06 0.28 -3.98 0.222
H -1.7830 -2.0475 1.1578 -2.41 0.01 -2.39 0.215
O 2.6237 0.1121 -1.3924 0.17 -1.41 1.64 -0.688
H 2.8354 -0.5995 -0.6739 -0.87 2.32 -1.78 0.334
H 1.9828 0.7484 -0.9981 0.69 -1.10 0.20 0.354
O 0.1794 -2.6967 -2.1262 -1.42 -0.46 1.72 -0.595
H 0.5239 -1.8954 -1.7673 0.19 1.07 1.24 0.239
H 0.6303 -2.6601 -2.9203 1.29 -0.59 -3.01 0.299
O -2.5417 -1.8096 -1.0869 -2.16 0.16 3.26 -0.561
H -2.2818 -2.5044 -1.6085 1.01 -3.16 -1.70 0.277
H -2.1985 -1.1120 -1.5558 1.13 2.79 -1.47 0.336
```
Positions in Å, forces in eV/Å.

Values from the calculation:
- SMILES: CN(CCN)CCN.O.O.O
- Energy above the lowest of the compared OMol25 structures with the same formula, charge and spin: 3.453 eV
- DFT total energy: -16134.9453 eV
- Strongest force on any atom: 0.166 Eh/bohr
- Total charge: 0
- HOMO level: -8.46 eV
- Orbital gap: 9.019 eV

***

Computed, not measured: 6 unconnected molecules or ions with the total composition C5H21NO7 in a non-equilibrium geometry, with ωB97M-V/def2-TZVPD.

XYZ file:
```
34
Properties=species:S:1:pos:R:3:forces:R:3:mulliken_charge:R:1
C 1.5151 -1.1329 0.4510 1.49 -0.84 1.52 -0.785
C 0.3679 -1.5237 1.3662 0.00 -4.43 1.82 -0.895
C -0.4263 -0.3616 1.8899 -0.71 -2.25 2.64 -0.120
C -0.9866 0.4383 0.8206 -2.26 2.36 -0.90 0.158
O -1.1275 1.6503 0.9247 0.95 0.70 0.45 -0.745
N -1.6431 -0.0961 -0.2534 0.22 -0.78 -1.68 0.218
C -1.5241 -1.3952 -0.8516 -0.57 -2.16 -2.19 -0.504
O -2.5041 -2.3673 -0.3223 1.39 1.17 0.66 -0.605
H 1.6582 -0.1016 0.2436 -0.88 1.13 -0.60 0.110
H 1.6425 -1.7140 -0.4412 -0.06 -0.17 -0.42 0.356
H 2.4323 -1.2504 1.0607 -0.16 -0.51 -0.41 0.400
H -0.1931 -2.5359 1.0957 0.40 2.43 -0.51 0.295
H 0.7666 -2.1356 2.2497 0.15 1.59 -0.54 0.479
H 0.2611 0.1746 2.5653 -0.46 0.46 -0.66 0.224
H -1.2950 -0.6968 2.6397 1.57 0.61 -1.82 0.252
H -2.0280 0.5947 -0.9248 0.47 -0.39 1.29 0.272
H -1.8433 -1.3336 -2.0047 1.11 0.00 2.72 0.263
H -0.5252 -1.9355 -0.6771 -1.55 1.58 -1.00 0.269
H -2.0017 -2.6203 0.4751 -0.89 -0.51 -0.12 0.419
O 4.3859 -0.4918 -1.1695 -1.15 4.09 -2.08 -0.660
H 4.1684 -0.2742 -0.2905 -0.09 -0.79 2.59 0.270
H 4.0567 0.5306 -1.3705 1.26 -3.33 -0.52 0.419
O -4.5282 -0.5498 0.9906 2.89 -1.42 -0.95 -0.681
H -3.6259 -1.0064 0.6488 -3.13 1.46 1.02 0.345
H -4.2469 0.2505 1.4507 0.06 -0.10 -0.12 0.308
O 0.5393 -0.3849 -2.6201 -2.81 2.47 0.81 -0.537
H 1.1393 -0.9378 -3.0503 1.25 -1.14 -1.63 0.270
H -0.1429 0.0306 -3.2262 1.77 -1.14 0.70 0.283
O 1.4380 3.5687 0.4775 2.48 2.63 -0.71 -0.638
H 0.7978 2.9919 0.7563 -2.92 -2.50 1.07 0.320
H 1.5199 4.2026 1.1969 0.05 0.08 -0.11 0.292
O 3.0775 2.0179 -0.9398 -1.99 1.23 0.70 -0.705
H 2.9411 2.8690 -0.4367 0.95 -0.87 -0.43 0.424
H 2.0970 1.8750 -0.9730 1.16 -0.65 -0.58 0.231
```
Positions in Å, forces in eV/Å.

Values from the calculation:
- SMILES: CCCC(=O)NCO.O.O.O.O.O
- Energy above the lowest of the compared OMol25 structures with the same formula, charge and spin: 3.612 eV
- DFT total energy: -21346.0153 eV
- Strongest force on any atom: 0.093 Eh/bohr
- Total charge: 0
- HOMO level: -10.37 eV
- Orbital gap: 10.578 eV

***

Computed, not measured: a molecular structure, C5H22Fe2O10 in a non-equilibrium geometry, with ωB97M-V/def2-TZVPD.

XYZ file:
```
39
Properties=species:S:1:pos:R:3:forces:R:3:mulliken_charge:R:1
Fe 15.4702 -35.7154 8.5049 0.84 -2.59 0.35 0.998
Fe 18.2577 -40.3008 10.3022 -1.52 1.30 -0.75 0.992
C 16.9661 -37.7055 9.1104 1.02 2.60 -0.94 1.428
O 17.8289 -38.5234 9.4245 1.43 -3.23 0.83 0.081
O 16.3107 -37.0180 9.9271 -2.65 1.43 2.85 -0.921
O 16.8845 -37.1928 7.9528 -0.66 -0.25 -2.81 -0.912
C 20.4799 -36.1035 9.7492 -0.04 0.54 0.67 -0.431
C 19.6860 -35.1787 10.7134 1.56 0.29 -1.03 -0.360
O 18.6419 -35.8445 11.3294 -1.25 -0.67 0.50 -0.526
H 20.8492 -37.0222 10.2080 -0.09 0.10 0.43 0.214
H 21.3634 -35.5668 9.4033 -0.11 -0.02 -0.34 0.416
H 19.8557 -36.4141 8.9104 0.03 0.27 -0.22 -0.171
H 19.3260 -34.3160 10.1457 -0.12 0.03 -0.23 0.241
H 20.2978 -34.7192 11.4897 0.20 -0.42 0.06 0.341
H 18.0598 -36.1427 10.6242 -0.10 -0.09 0.30 0.199
C 20.6481 -37.1947 4.7434 0.03 -0.02 0.35 -1.301
C 19.9574 -37.5845 6.0846 0.10 1.45 -1.54 0.317
O 19.0397 -36.5165 6.3915 0.03 -0.71 0.40 -0.497
H 21.5505 -36.5984 4.8810 0.31 -0.53 0.33 0.320
H 20.0794 -36.4939 4.1312 -0.75 -0.34 0.25 0.331
H 20.8366 -38.0757 4.1306 0.32 0.07 0.07 0.358
H 20.6812 -37.6960 6.8933 0.09 -0.14 -0.01 0.234
H 19.3686 -38.4966 5.9734 0.23 -0.27 -0.07 0.021
H 18.3765 -36.9641 6.9294 -0.11 0.61 0.06 0.196
O 16.5770 -40.2743 11.5033 0.62 -0.79 -0.11 -0.532
H 16.4139 -41.0840 11.9995 -0.25 -0.24 0.16 0.380
H 16.2071 -39.5684 12.0554 0.13 0.98 0.46 0.373
O 16.8133 -39.6911 6.3429 -0.14 -0.52 0.65 -0.748
H 16.8162 -38.9236 6.9218 0.08 0.56 -0.12 0.352
H 17.2637 -39.4001 5.5455 0.11 -0.11 -0.22 0.311
O 17.2248 -41.3119 8.8284 0.41 0.09 0.25 -0.500
H 16.4379 -41.8623 8.8856 -0.07 -0.29 0.28 0.348
H 17.1950 -40.9273 7.9375 0.18 0.35 -0.76 0.367
O 15.9282 -37.6904 12.6424 -0.18 -0.86 -0.09 -0.710
H 16.2693 -36.8647 12.9952 0.22 0.02 0.23 0.326
H 16.0019 -37.5996 11.6888 0.01 0.61 -0.32 0.311
O 13.9268 -37.1757 8.0594 -0.01 0.80 0.27 -0.486
H 13.9531 -37.9892 7.5466 0.37 -0.08 -0.34 0.318
H 13.0093 -37.0890 8.3375 -0.26 0.10 0.12 0.321
```
Positions in Å, forces in eV/Å.

Values from the calculation:
- Energy above the lowest of the compared OMol25 structures with the same formula, charge and spin: 0.000 eV
- Spin multiplicity: 9
- DFT total energy: -94774.5823 eV
- ⟨S²⟩: 20.01
- Strongest force on any atom: 0.081 Eh/bohr
- Total charge: +2
- HOMO level (alpha / beta): -14.84 / -14.84 eV
- Orbital gap (alpha / beta): 6.360 / 6.191 eV

***

Computed, not measured: 6 unconnected molecules or ions with the total composition C5H22N2O6 in a non-equilibrium geometry, with ωB97M-V/def2-TZVPD.

XYZ file:
```
35
Properties=species:S:1:pos:R:3:forces:R:3:mulliken_charge:R:1
C 0.0853 -1.1922 2.8531 -0.22 0.43 -0.68 -1.111
N 0.6045 -0.3742 1.7662 -0.81 0.04 -0.95 -0.101
C -0.0352 -0.1775 0.5933 -0.63 0.44 0.16 0.405
O 0.5241 0.4191 -0.3231 0.35 -0.37 -0.33 -0.479
C -1.4897 -0.6091 0.4345 -0.03 1.37 0.23 -1.046
N -2.2410 0.4275 -0.2783 0.23 -0.26 0.00 0.269
C -3.6374 0.5027 0.2131 1.27 -0.68 -1.44 -1.034
C -2.1159 0.2324 -1.7126 -0.77 -0.29 0.02 -1.011
H -0.5274 -2.0083 2.4926 0.15 -0.35 -0.27 0.347
H -0.5777 -0.6057 3.4902 0.41 0.10 0.34 0.326
H 0.9472 -1.5942 3.3397 0.22 -0.24 0.76 0.378
H 1.5886 -0.2791 1.5692 0.43 0.02 0.87 0.404
H -1.9630 -0.6288 1.4056 0.08 -0.65 0.37 0.663
H -1.5196 -1.5734 -0.0888 -0.08 -0.20 0.25 0.131
H -4.2106 0.8710 -0.6279 -0.39 0.41 0.16 0.351
H -3.6879 1.1790 1.0606 -0.25 -0.28 0.21 0.262
H -3.9642 -0.5322 0.3638 -0.51 0.19 0.63 0.368
H -2.3033 -0.8150 -2.0130 0.12 -0.12 0.13 0.359
H -1.1141 0.5003 -2.0270 -0.05 0.23 -0.17 0.116
H -2.8997 0.7901 -2.2262 0.39 0.40 -0.09 0.432
O -0.8879 3.3227 -0.3110 0.79 -0.01 0.09 -0.654
H -0.4553 2.4846 -0.0858 -0.48 -0.30 -0.12 0.321
H -0.1011 3.8758 -0.4075 -0.30 0.26 -0.05 0.269
O 2.7168 2.1204 -0.8413 -0.02 0.22 -0.60 -0.567
H 2.8795 2.9761 -1.2561 0.25 0.03 0.22 0.257
H 2.2238 1.6698 -1.5463 -0.07 -0.15 0.37 0.371
O 1.8874 -0.0840 -3.0837 0.15 0.04 0.15 -0.684
H 0.9243 -0.0884 -3.0553 0.01 0.00 0.11 0.362
H 2.1498 -0.3305 -2.1868 -0.22 0.01 -0.11 0.286
O 1.3987 -2.6162 0.5047 0.93 -0.18 -0.70 -0.540
H 1.8237 -1.8257 0.1327 -0.47 0.21 0.31 0.214
H 2.0606 -3.2628 0.2242 -0.44 -0.49 0.19 0.339
O 3.7979 -0.8643 0.8680 -0.35 0.00 0.13 -0.622
H 4.0054 -1.7265 0.4954 0.29 0.21 -0.07 0.287
H 4.1132 -0.1835 0.2637 0.04 -0.02 -0.11 0.330
```
Positions in Å, forces in eV/Å.

Values from the calculation:
- SMILES: CNC(=O)CN(C)C.O.O.O.O.O
- Energy above the lowest of the compared OMol25 structures with the same formula, charge and spin: 2.571 eV
- DFT total energy: -20806.6997 eV
- Strongest force on any atom: 0.040 Eh/bohr
- Total charge: 0
- HOMO level: -8.44 eV
- Orbital gap: 8.571 eV